1.
{
  "formula": "C9H17N2",
  "method": "wB97M-V/def2-TZVPD",
  "homo_ev": -14.06,
  "orbital_gap_ha": 0.40104,
  "total_charge": 1,
  "symbols": ["C", "C", "C", "N", "C", "C", "N", "C", "C", "C", "C", "H", "H", "H", "H", "H", "H", "H", "H", "H", "H", "H", "H", "H", "H", "H", "H", "H"],
  "positions_angstrom": [[-3.780860, -0.967986, -0.462296], [-2.930175, 0.186154, -0.080641], [-1.511440, -0.161932, -0.162436], [-0.541754, 0.568171, 0.154249], [-0.648100, 1.991397, 0.489767], [0.721515, 2.751343, -0.033957], [1.723766, 1.779979, -0.213399], [1.705292, 0.614604, -0.095984], [2.171419, -0.745218, -0.162708], [3.590424, -0.728375, -0.858013], [2.149809, -1.365961, 1.186516], [-4.225789, -1.434212, 0.466839], [-4.786457, -0.733426, -1.003269], [-3.151905, -1.596195, -1.114702], [-3.239328, 1.031711, -0.728001], [-3.029038, 0.401791, 1.082828], [-1.386662, -1.129576, -0.410608], [-0.762923, 2.203036, 1.536563], [-1.572454, 2.423078, -0.017232], [0.574036, 3.372875, -0.966386], [0.988526, 3.483156, 0.637988], [1.419380, -1.317042, -0.778294], [4.395586, 0.018080, -0.489467], [3.561820, -0.539698, -1.936944], [4.160369, -1.713347, -0.739755], [2.221461, -2.475443, 1.060237], [1.287409, -1.226348, 1.786959], [3.038700, -1.058012, 1.880987]],
  "forces_ev_per_angstrom": [[-3.111, -1.110, -0.062], [-1.032, 1.731, 2.119], [-0.652, 3.026, 0.851], [1.888, 1.313, 0.443], [-0.314, 0.477, -2.403], [-3.122, -0.347, -1.822], [0.329, -0.536, 0.426], [-0.581, 0.411, -0.816], [0.526, -0.340, -1.345], [2.195, -0.404, 0.205], [2.752, -1.756, 2.261], [1.093, -0.311, -1.116], [2.099, 0.042, 0.525], [-0.920, -0.494, 0.390], [0.608, 0.136, 0.800], [-0.311, 0.225, -2.370], [1.287, -3.378, -0.916], [0.119, -0.382, 0.624], [1.386, -0.228, 0.466], [0.029, -1.214, 0.614], [0.913, 1.297, 1.913], [0.832, 0.753, 0.207], [-1.870, -0.831, 0.001], [-0.473, -0.065, 0.226], [-1.302, 1.034, 0.001], [0.172, 0.874, 0.106], [-1.121, 0.490, 0.167], [-1.420, -0.411, -1.495]]
}

***

2.
{
  "formula": "C19H28IrN8OS",
  "method": "wB97M-V/def2-TZVPD",
  "homo_ev": [-16.69, -16.69],
  "orbital_gap_ha": [0.16666, 0.16807],
  "total_charge": 3,
  "symbols": ["Ir", "C", "C", "N", "C", "C", "N", "C", "C", "N", "H", "H", "H", "H", "H", "H", "H", "H", "H", "H", "H", "H", "H", "H", "H", "O", "S", "C", "C", "C", "C", "C", "C", "C", "C", "C", "C", "C", "C", "H", "H", "H", "H", "H", "H", "H", "H", "H", "H", "N", "N", "N", "C", "N", "N", "H", "H", "H"],
  "positions_angstrom": [[1.106519, -0.332183, 0.589569], [0.751219, 2.603517, 1.652969], [0.757419, 1.615117, 2.849069], [1.705319, 0.514817, 2.673169], [3.116219, 0.917617, 2.790169], [4.013919, 0.223217, 1.760569], [3.429119, 0.197917, 0.410069], [3.589319, 1.412617, -0.396031], [2.656819, 2.540217, 0.058869], [1.318319, 2.035617, 0.415569], [1.296219, 3.511917, 1.917969], [-0.282081, 2.899817, 1.475869], [-0.236081, 1.178017, 2.964269], [0.993619, 2.175317, 3.761369], [1.499719, -0.217783, 3.352669], [3.505319, 0.671617, 3.782869], [3.179719, 1.996717, 2.673369], [4.183819, -0.811583, 2.065169], [4.980519, 0.738317, 1.749269], [3.896319, -0.549983, -0.097331], [3.364319, 1.150417, -1.431631], [4.622219, 1.780017, -0.358331], [2.601019, 3.265317, -0.760231], [3.093719, 3.057817, 0.911669], [0.693619, 2.223717, -0.363931], [-1.110781, 0.201317, 0.498569], [-1.840181, 1.087117, -0.483431], [-3.605281, 0.813017, -0.188331], [-4.061181, -0.357283, 0.400269], [-5.429481, -0.525783, 0.535969], [-6.308781, 0.486417, 0.163569], [-5.835081, 1.660717, -0.408031], [-4.469881, 1.839317, -0.561731], [-1.518881, 0.261117, -2.074731], [-1.320481, -1.112083, -2.065831], [-1.059981, -1.746483, -3.270531], [-0.939181, -1.008183, -4.439231], [-1.138681, 0.365517, -4.429631], [-1.422881, 1.012017, -3.235031], [-3.371981, -1.122983, 0.719869], [-5.811781, -1.457883, 0.928069], [-7.367581, 0.369617, 0.351869], [-6.519281, 2.443217, -0.695731], [-4.090181, 2.771517, -0.953431], [-1.404381, -1.682283, -1.149231], [-0.960781, -2.821083, -3.296231], [-0.677681, -1.504783, -5.364131], [-1.060881, 0.931217, -5.345231], [-1.571881, 2.080117, -3.223031], [0.371619, -5.470083, 0.604269], [1.124219, -4.400483, 0.451269], [2.349519, -4.471083, -0.001431], [2.714719, -3.213283, -0.105031], [1.724719, -2.400883, 0.290869], [0.713519, -3.180183, 0.642069], [0.855519, -6.359483, 0.567869], [-0.460681, -5.379583, 1.167669], [3.667819, -2.906483, -0.479231]],
  "forces_ev_per_angstrom": [[4.446, 4.366, 0.208], [-0.146, 0.220, 0.675], [-0.781, 0.740, -0.066], [-0.974, -1.547, -1.952], [0.924, -0.034, -0.555], [-0.085, -0.007, 0.758], [-1.843, -1.329, 0.105], [-0.474, 0.818, -0.435], [1.008, -0.365, -0.238], [-1.238, -1.818, -0.029], [-0.036, -0.034, -0.111], [0.045, -0.017, -0.023], [0.116, -0.006, 0.016], [-0.001, -0.210, 0.004], [-0.081, -0.029, -0.134], [-0.223, 0.073, -0.018], [-0.107, -0.006, 0.084], [0.006, 0.055, -0.053], [-0.028, -0.128, -0.064], [-0.077, 0.002, 0.007], [0.048, -0.060, 0.056], [-0.057, -0.222, -0.009], [-0.147, -0.028, 0.213], [-0.163, 0.016, -0.024], [-0.117, 0.144, 0.101], [2.020, -2.118, 2.202], [-1.238, 0.811, -2.147], [0.463, 0.141, 0.191], [0.025, -0.089, -0.385], [0.001, -0.006, 0.094], [0.036, 0.001, -0.024], [0.083, -0.187, 0.283], [0.339, 0.031, -0.133], [0.065, 0.399, 0.723], [-0.022, -0.165, 0.022], [0.181, -0.063, 0.032], [-0.007, -0.012, -0.133], [0.100, -0.096, 0.095], [-0.135, 0.064, 0.053], [0.063, -0.113, 0.008], [-0.021, 0.060, 0.157], [-0.014, -0.069, -0.154], [-0.028, 0.085, -0.011], [0.064, 0.080, -0.126], [-0.135, -0.027, 0.037], [0.086, -0.089, -0.022], [-0.135, -0.022, -0.022], [0.014, 0.064, -0.057], [-0.068, 0.181, 0.036], [-0.706, -0.944, -0.076], [0.518, 1.666, 0.002], [0.612, -0.480, -0.339], [0.137, 0.246, -0.008], [-1.586, 0.696, 0.736], [-1.257, -1.034, 0.416], [0.116, 0.210, 0.037], [0.116, 0.182, 0.078], [0.298, 0.008, -0.082]]
}

***

For each record above, in turn, the calculated energy relative to the best compared isomer or geometry (same formula, charge and spin) values are 83.0, 99.0 kcal/mol.